The following is a quantum chemistry calculation of a molecular structure, C18H14F5IN2Pb in a non-equilibrium geometry, from the OMol25 dataset.

XYZ file:
```
41
Properties=species:S:1:pos:R:3:lowdin_charge:R:1
C -3.83916 0.45595 0.16068 -0.289
C -1.98198 2.52963 0.47783 -0.126
H -3.87881 0.31373 -0.97117 0.066
H -4.31120 1.68260 0.39104 0.150
H -3.89726 -0.18258 1.11055 -0.041
H -1.55760 2.69664 -0.55050 0.070
H -3.23552 2.78528 0.41577 0.108
H -1.73780 2.49870 1.56267 0.038
C -0.35744 -2.39881 -1.93816 -0.139
C 0.42467 -3.42276 -2.54373 -0.009
C 1.76044 -3.11647 -2.84247 -0.005
C 2.25284 -1.85308 -2.52393 0.027
H -1.42152 -2.59708 -1.64646 0.075
H -0.05806 -4.39760 -2.72585 0.127
H 2.38320 -3.88449 -3.31199 0.134
H 3.27831 -1.62789 -2.71986 0.110
N 0.15584 -1.19662 -1.66660 0.073
C 1.43968 -0.90685 -1.89780 -0.219
C 1.96552 0.36171 -1.40954 -0.223
N 1.19258 1.08225 -0.58713 0.065
C 1.66819 2.17358 0.02383 -0.117
C 3.78643 1.91820 -1.12213 -0.008
C 2.99111 2.64373 -0.21640 -0.007
H 1.00395 2.72614 0.73477 0.115
H 3.32424 3.55046 0.31581 0.126
C 3.25137 0.78773 -1.70859 0.013
H 3.83689 0.22544 -2.40520 0.112
H 4.79673 2.26608 -1.32841 0.130
Pb -1.81295 0.43516 0.19616 1.303
I -2.59079 -2.48302 1.35069 0.653
F 1.09532 -1.29187 1.13177 0.067
C 0.73587 -0.58659 2.22621 -0.255
C -0.33797 0.28305 2.17823 -0.121
C -0.68001 0.91754 3.35399 -0.218
F -1.76747 1.75094 3.40686 0.049
C 0.00856 0.70003 4.55830 -0.099
F -0.37181 1.32078 5.69469 0.147
C 1.08678 -0.18431 4.56580 -0.086
F 1.73659 -0.43773 5.71994 0.158
C 1.46294 -0.84955 3.40201 -0.096
F 2.48817 -1.73034 3.41016 0.143
```

Properties
Total charge   +2
HOMO-LUMO gap (spin up / spin down)   4.567 / 4.420 eV
Highest occupied orbital energy (spin up / spin down)   -14.822 / -14.820 eV
LUMO energy (spin up / spin down)   -0.377 / -0.382 Eh